No. 1
{
  "formula": "C29H35BN2O4",
  "method": "ωB97M-V/def2-TZVPD",
  "e_tot_ha": -1561.3682,
  "lumo_energy_ev": 0.65,
  "homo_ev": -6.4,
  "homo_lumo_gap_ev": 7.1,
  "largest_force_ev_per_a": 4.9,
  "elements": ["O", "O", "O", "O", "N", "N", "C", "C", "C", "C", "C", "C", "C", "C", "C", "C", "C", "C", "C", "C", "C", "C", "C", "C", "C", "C", "C", "C", "C", "C", "C", "C", "C", "C", "C", "B", "H", "H", "H", "H", "H", "H", "H", "H", "H", "H", "H", "H", "H", "H", "H", "H", "H", "H", "H", "H", "H", "H", "H", "H", "H", "H", "H", "H", "H", "H", "H", "H", "H", "H", "H"],
  "xyz": [[-0.087, 1.811, -0.540], [0.031, 0.268, -2.360], [-1.244, 2.283, -2.594], [-3.089, 0.993, -0.292], [2.593, -4.325, -1.594], [0.272, 1.632, 5.227], [1.811, -5.242, -2.394], [-2.317, -0.073, -0.682], [2.186, -2.151, -0.371], [-1.107, 3.026, 3.908], [1.248, 2.330, -2.520], [1.090, 1.201, 6.330], [-4.138, -0.021, -1.919], [1.232, 0.810, -2.890], [-2.894, -0.627, -1.806], [3.923, -4.713, -1.204], [-0.108, -0.789, 2.432], [0.412, -4.609, -2.462], [0.525, -3.392, -1.632], [-0.941, -0.008, 1.571], [-0.180, -1.450, -0.396], [1.149, 2.454, -0.944], [-5.269, 1.977, -0.883], [0.336, -0.356, 3.688], [1.171, -1.252, -0.012], [-4.212, 1.016, -1.043], [-0.464, -2.507, -1.246], [-0.073, 2.975, -3.101], [2.532, 2.987, -2.988], [-0.058, 0.927, 4.106], [-1.358, -0.648, 0.217], [1.848, -3.261, -1.157], [-0.325, 2.949, 5.242], [-1.317, 1.241, 2.025], [-0.888, 1.705, 3.271], [-0.531, 1.424, -1.802], [-0.341, -5.302, -2.080], [-0.081, 2.874, -4.184], [0.487, 0.839, 7.176], [-2.588, -1.442, -2.385], [4.659, -4.509, -1.996], [-5.286, 2.485, 0.081], [1.786, 0.410, 6.033], [1.171, 3.526, -0.670], [1.989, 1.921, -0.470], [-2.028, -1.515, 0.673], [0.256, -1.771, 2.128], [1.472, -0.446, 0.656], [-0.166, 4.002, -2.749], [3.404, 2.495, -2.529], [-2.165, 3.236, 4.082], [0.159, -4.345, -3.491], [0.946, -0.967, 4.362], [-1.493, -2.648, -1.555], [2.257, -5.372, -3.384], [1.665, 2.057, 6.702], [-5.295, 2.692, -1.708], [-0.973, 3.065, 6.120], [2.092, 0.289, -2.443], [3.941, -5.801, -1.046], [3.209, -2.039, 0.005], [2.578, 4.049, -2.707], [-4.927, -0.276, -2.556], [-0.689, 3.816, 3.277], [0.458, 3.715, 5.304], [-2.013, 1.826, 1.432], [1.787, -6.226, -1.915], [1.243, 0.708, -3.990], [4.248, -4.219, -0.282], [2.658, 2.917, -4.077], [-6.177, 1.371, -1.001]],
  "forces_ev_per_angstrom": [[0.620, 0.857, -0.297], [-0.037, 0.509, -0.592], [0.182, 0.333, -0.286], [-0.010, 0.000, 0.768], [0.796, -0.185, 0.115], [0.612, -0.148, 0.649], [-0.005, -0.091, -0.003], [-0.937, 1.300, -2.375], [-0.037, -0.430, -0.214], [-0.110, 0.826, 0.289], [0.325, 0.020, 0.519], [-0.229, 0.067, -0.055], [-0.427, 1.305, -0.025], [0.214, 0.580, -0.051], [0.143, 0.492, 1.582], [-0.017, 0.020, -0.180], [-0.345, 0.228, 0.166], [-0.208, -0.655, -0.620], [0.291, 0.943, 0.862], [0.990, -0.905, 0.104], [0.811, 0.597, 0.640], [0.062, -0.391, -0.639], [-1.315, 0.611, 0.019], [-0.417, 0.608, 0.164], [-0.362, -0.393, -0.267], [1.382, -1.836, -0.454], [0.223, -0.436, 0.102], [0.406, -0.037, 0.198], [0.187, 0.301, -0.229], [-0.405, -0.077, -1.179], [0.880, -3.112, 3.641], [-0.892, 0.568, -0.041], [-0.127, -0.026, -0.096], [-0.362, 0.490, 0.763], [0.390, -1.328, -0.444], [-1.510, -1.906, 0.969], [-0.066, 0.093, -0.143], [0.097, 0.294, -0.161], [0.048, -0.088, -0.051], [0.507, -0.749, -0.471], [-0.029, 0.087, 0.160], [0.039, -0.027, -0.101], [-0.120, 0.155, -0.017], [-0.173, -0.444, 0.045], [-0.132, 0.234, -0.131], [1.181, 1.122, -0.796], [-0.415, 0.230, -0.014], [-0.339, -0.059, -0.302], [0.264, 0.219, -0.347], [-0.283, 0.061, -0.082], [0.057, 0.094, -0.080], [-0.119, -0.144, 0.006], [-0.203, 0.025, -0.542], [0.247, -0.351, 0.040], [0.005, -0.031, -0.062], [0.072, -0.132, -0.093], [0.143, 0.227, 0.228], [-0.035, 0.066, -0.058], [-0.056, 0.130, -0.161], [0.008, 0.163, 0.146], [-0.408, 0.143, -0.137], [-0.088, -0.231, -0.091], [-0.811, -0.302, -1.077], [-0.216, 0.086, 0.045], [-0.060, 0.024, 0.043], [0.379, 0.129, 0.119], [0.015, -0.081, -0.002], [0.103, -0.057, 0.310], [-0.153, -0.035, -0.169], [-0.093, 0.022, 0.196], [-0.129, 0.429, 0.249]],
  "lowdin_charge": [0.11, 0.09, 0.15, 0.08, -0.15, -0.16, -0.15, -0.25, 0.00, -0.10, -0.40, -0.05, -0.01, -0.08, 0.01, -0.05, -0.05, -0.10, -0.16, -0.16, -0.17, -0.05, -0.01, 0.00, -0.05, -0.32, 0.02, -0.04, -0.03, -0.20, -0.13, -0.19, -0.14, 0.02, -0.16, -0.96, 0.12, 0.14, 0.09, 0.10, 0.08, 0.09, 0.08, 0.14, 0.14, 0.20, 0.11, 0.12, 0.14, 0.10, 0.11, 0.12, 0.10, 0.11, 0.12, 0.08, 0.09, 0.12, 0.14, 0.08, 0.10, 0.09, 0.10, 0.12, 0.11, 0.12, 0.11, 0.14, 0.08, 0.09, 0.09]
}

---

No. 2
{
  "formula": "C29H35ClIrN4S2Se2Te2",
  "method": "ωB97M-V/def2-TZVPD",
  "e_tot_ha": -8044.5418,
  "charge": 1,
  "lumo_energy_ev": [-3.28, -4.01],
  "homo_ev": [-8.7, -9.3],
  "s2": 6.03,
  "homo_lumo_gap_ev": [5.4, 5.3],
  "largest_force_ev_per_a": 3.4,
  "multiplicity": 5,
  "elements": ["Ir", "Te", "Te", "Se", "Se", "Cl", "S", "S", "N", "N", "N", "N", "C", "C", "C", "C", "C", "C", "C", "C", "C", "C", "C", "C", "C", "C", "C", "C", "C", "C", "C", "C", "C", "C", "C", "C", "C", "C", "C", "C", "C", "H", "H", "H", "H", "H", "H", "H", "H", "H", "H", "H", "H", "H", "H", "H", "H", "H", "H", "H", "H", "H", "H", "H", "H", "H", "H", "H", "H", "H", "H", "H", "H", "H", "H", "H"],
  "xyz": [[11.341, 14.283, 11.456], [13.461, 18.273, 10.917], [13.669, 15.323, 10.394], [14.720, 14.993, 12.572], [12.283, 18.666, 12.981], [6.191, 15.781, 6.397], [12.575, 12.471, 11.149], [9.631, 13.089, 10.580], [11.636, 14.693, 13.472], [9.147, 10.522, 11.318], [11.798, 9.849, 11.424], [11.255, 14.740, 16.396], [7.293, 15.802, 7.717], [7.743, 15.477, 10.058], [11.213, 16.031, 15.624], [13.056, 7.025, 14.835], [14.620, 6.223, 13.241], [13.424, 8.284, 12.730], [9.985, 15.859, 11.059], [8.627, 16.203, 7.528], [11.445, 11.116, 11.154], [13.197, 9.464, 11.758], [10.824, 15.679, 14.189], [7.145, 11.849, 13.530], [7.722, 10.847, 11.330], [10.856, 8.701, 11.071], [9.558, 9.124, 11.714], [6.288, 9.654, 12.966], [6.430, 11.782, 14.736], [6.814, 15.494, 9.031], [10.039, 11.495, 11.066], [11.677, 13.410, 14.289], [14.061, 6.153, 14.502], [9.080, 15.908, 9.878], [9.461, 16.357, 8.595], [14.336, 7.265, 12.367], [5.561, 9.589, 14.122], [5.604, 10.702, 14.982], [7.046, 10.803, 12.642], [12.752, 8.140, 14.001], [12.116, 13.653, 15.732], [14.324, 5.414, 15.282], [7.206, 10.209, 10.563], [7.385, 15.143, 11.003], [8.722, 8.392, 11.495], [11.650, 15.046, 17.302], [12.399, 12.735, 13.783], [15.373, 5.418, 12.976], [13.198, 14.011, 15.686], [10.838, 8.579, 9.975], [12.144, 16.589, 15.784], [11.227, 7.762, 11.518], [10.402, 16.640, 16.018], [8.979, 16.443, 6.521], [13.783, 10.285, 12.281], [5.727, 15.370, 9.175], [10.281, 14.397, 16.368], [9.402, 15.890, 11.992], [4.767, 8.818, 14.214], [12.082, 12.737, 16.285], [10.476, 16.660, 8.395], [10.785, 16.566, 13.563], [12.351, 6.751, 15.687], [12.175, 8.965, 14.331], [10.682, 12.982, 14.197], [13.744, 9.269, 10.805], [7.656, 11.876, 10.886], [14.832, 7.310, 11.399], [9.723, 8.957, 12.759], [12.634, 15.028, 13.282], [7.705, 12.783, 13.248], [10.749, 16.683, 11.032], [9.806, 15.258, 14.239], [4.968, 10.670, 15.883], [6.293, 8.819, 12.222], [6.408, 12.611, 15.370]],
  "forces_ev_per_angstrom": [[-1.717, -0.352, -2.424], [-0.237, -0.471, 0.020], [-0.665, 1.470, 0.883], [0.517, -0.169, 0.230], [0.461, -0.240, -0.610], [-0.101, -0.046, -0.242], [1.704, -2.589, -0.157], [-0.949, 0.115, -0.208], [0.999, -0.048, 2.693], [-0.474, -1.119, 0.599], [0.923, -1.805, 0.343], [0.669, 0.092, -0.447], [0.198, 0.094, 1.724], [0.235, 0.561, -0.922], [0.104, 0.013, -1.098], [-2.155, 1.237, 0.257], [1.878, -1.055, -0.179], [-0.807, -1.031, 0.771], [1.387, 1.619, 0.107], [-1.442, 0.023, -1.048], [-1.725, 1.249, 0.371], [1.344, 0.411, 0.543], [-0.235, 0.018, -0.523], [0.081, 1.047, 0.344], [-0.225, 0.634, -2.367], [0.811, 1.451, -0.083], [-1.281, -0.489, -1.112], [0.853, -0.206, -1.332], [-0.068, -0.933, -1.462], [0.399, 0.619, -1.900], [2.710, -2.097, 0.045], [0.440, 1.048, -0.974], [-0.348, -0.723, 0.615], [-0.668, -0.209, 0.058], [0.467, -1.123, 1.323], [-0.671, 0.486, 0.067], [-1.283, 0.476, 0.075], [-0.443, -0.881, 0.855], [-0.121, -1.232, 0.388], [2.080, -1.033, -1.466], [1.541, 1.327, -1.100], [-0.038, 0.133, -1.009], [0.376, 0.225, 0.811], [0.043, -0.033, 0.828], [0.723, 1.064, -0.258], [-0.821, -1.063, -0.034], [-0.366, 0.331, 0.464], [-0.943, 1.251, 0.108], [-1.435, -0.195, 0.337], [-0.168, 0.164, 0.340], [-0.021, -0.409, -0.373], [-0.096, 0.623, -0.084], [-0.015, -0.043, 0.291], [-0.228, -0.043, 0.335], [-1.181, -0.320, -0.981], [0.803, -0.296, 0.010], [0.498, 0.069, 0.957], [-0.003, 0.237, -0.258], [0.971, 0.384, 0.375], [-0.239, -0.313, 0.648], [0.235, 0.213, 0.201], [-0.055, 0.194, 0.257], [1.371, 0.886, -0.794], [-1.051, 0.363, 0.328], [-0.208, -0.226, 0.173], [-0.307, 0.000, 0.654], [-0.085, -0.895, 0.557], [-0.136, -0.061, 0.142], [-0.101, 0.734, 0.976], [-0.253, -0.081, 0.788], [-0.525, -1.080, 0.296], [-1.195, -0.214, 0.090], [0.030, 0.133, -0.067], [0.430, 0.205, -0.541], [-0.254, 0.802, 0.738], [0.056, 1.118, 1.041]],
  "mulliken_spin": [1.22, 0.50, 0.09, 0.03, 0.56, 0.00, 0.22, 0.17, 0.20, 0.16, 0.18, 0.00, 0.02, 0.02, 0.01, 0.00, 0.00, 0.01, 0.08, 0.00, 0.30, -0.04, -0.03, 0.01, 0.01, 0.00, 0.00, 0.00, 0.00, -0.01, 0.26, -0.02, 0.00, -0.01, 0.02, 0.00, 0.00, 0.00, -0.01, 0.00, 0.01, 0.00, 0.00, 0.00, 0.00, 0.00, 0.01, 0.00, 0.00, 0.00, 0.00, 0.00, 0.00, 0.00, 0.00, 0.00, 0.00, 0.02, 0.00, 0.00, 0.01, -0.01, 0.00, 0.00, -0.01, 0.01, -0.01, 0.00, 0.01, 0.00, 0.00, -0.02, 0.01, 0.00, 0.00, 0.00]
}

---

No. 3
{
  "formula": "C29H35ClN2O5",
  "method": "ωB97M-V/def2-TZVPD",
  "e_tot_ha": -2071.8885,
  "lumo_energy_ev": -0.56,
  "homo_ev": -7.2,
  "homo_lumo_gap_ev": 6.7,
  "largest_force_ev_per_a": 2.2,
  "elements": ["Cl", "O", "O", "O", "O", "O", "N", "N", "C", "C", "C", "C", "C", "C", "C", "C", "C", "C", "C", "C", "C", "C", "C", "C", "C", "C", "C", "C", "C", "C", "C", "C", "C", "C", "C", "C", "C", "H", "H", "H", "H", "H", "H", "H", "H", "H", "H", "H", "H", "H", "H", "H", "H", "H", "H", "H", "H", "H", "H", "H", "H", "H", "H", "H", "H", "H", "H", "H", "H", "H", "H", "H"],
  "xyz": [[-1.258, 0.023, -4.004], [-3.129, -1.709, -1.588], [-0.937, -2.120, -1.953], [-2.668, 2.287, -1.818], [3.119, -1.921, 3.909], [-4.060, 0.619, -2.352], [2.003, -0.436, 0.903], [3.903, -1.183, 1.866], [3.897, -1.107, -0.586], [-6.409, 0.925, -2.136], [3.448, -0.398, 0.709], [2.168, 3.039, -4.702], [-1.876, -1.337, -1.904], [-5.068, 1.547, -1.880], [-0.401, 3.071, -3.645], [1.245, 0.747, -1.108], [1.004, 0.209, 3.114], [-0.917, -1.965, 5.547], [0.960, 0.106, 5.632], [0.226, 1.456, -1.792], [-1.651, 0.145, -2.322], [0.570, 2.266, -2.991], [0.467, -0.355, 4.410], [1.043, -0.012, 0.027], [0.547, -0.506, 6.814], [-0.509, -1.361, 4.358], [1.621, -0.899, 2.239], [5.290, -1.491, 2.144], [-3.349, -3.155, -1.559], [4.009, 1.036, 0.812], [-0.096, 3.854, -4.765], [2.945, -1.388, 2.817], [-4.840, -3.385, -1.544], [1.848, 2.240, -3.602], [1.202, 3.859, -5.301], [-0.379, -1.558, 6.767], [-2.828, 1.105, -2.129], [-0.621, 1.844, -1.188], [3.512, -2.143, -0.566], [-0.669, -2.059, 7.689], [5.084, 1.021, 0.586], [-6.543, 0.701, -3.195], [0.022, -0.255, 0.350], [0.958, -0.165, 7.763], [1.457, 4.461, -6.170], [-0.879, 4.443, -5.236], [-6.551, 0.004, -1.570], [0.932, -1.769, 2.161], [3.181, 2.989, -5.125], [4.998, -1.121, -0.596], [3.514, 1.717, 0.108], [-5.301, -2.969, -0.643], [2.278, 0.881, -1.458], [1.773, 0.973, 3.333], [-5.078, -4.453, -1.579], [5.748, -1.955, 1.264], [-7.191, 1.629, -1.833], [-1.415, 3.047, -3.271], [5.305, -2.181, 2.993], [5.879, -0.595, 2.392], [-4.907, 1.733, -0.809], [-1.653, -2.769, 5.510], [3.524, -0.608, -1.491], [2.624, 1.539, -3.252], [-0.900, -1.687, 3.392], [-2.858, -3.552, -0.664], [-2.905, -3.590, -2.458], [0.208, 0.715, 2.544], [3.882, 1.425, 1.837], [-4.962, 2.503, -2.413], [-5.295, -2.911, -2.420], [1.709, 0.909, 5.630]],
  "forces_ev_per_angstrom": [[-0.103, -0.059, -1.418], [0.254, -0.250, -0.101], [-1.051, 0.637, 0.281], [-0.073, -1.614, -0.029], [-0.241, 0.711, -1.126], [0.484, 0.605, 0.586], [-0.789, -0.295, -0.184], [-0.350, 0.106, 0.374], [-0.148, -0.134, 0.261], [-0.397, -0.014, -0.011], [0.537, 0.147, -0.061], [-0.095, -0.020, -0.173], [1.580, 0.221, -0.281], [-0.236, 0.116, -0.204], [0.495, -0.020, 0.127], [0.798, -0.941, 0.736], [0.032, 0.245, 0.068], [-0.052, -0.004, -0.164], [0.003, -0.306, -0.106], [-2.038, 0.406, 0.602], [-0.600, -0.571, 0.703], [-0.017, 0.180, -1.055], [-0.209, 0.091, -0.263], [0.506, 0.962, -0.154], [-0.246, -0.147, -0.223], [0.428, 0.207, 0.569], [-0.107, -0.339, -0.184], [0.163, 0.119, -0.240], [0.123, 0.305, 0.161], [0.104, -0.003, 0.002], [0.501, -0.322, 0.143], [0.258, -0.779, 0.441], [-0.285, 0.212, 0.004], [0.050, -0.408, 0.233], [-0.213, -0.417, 0.705], [0.264, 0.322, 0.027], [0.533, 0.999, -0.076], [1.080, 0.015, -0.587], [0.210, 0.459, -0.092], [0.002, 0.132, -0.223], [-0.242, 0.077, 0.044], [0.013, 0.019, 0.005], [0.362, 0.197, -0.141], [-0.120, -0.139, -0.134], [-0.105, -0.094, 0.173], [0.108, -0.093, 0.122], [0.082, -0.012, 0.006], [0.361, 0.524, 0.093], [-0.515, 0.014, 0.234], [-0.426, -0.019, -0.193], [0.135, -0.196, 0.188], [0.069, -0.019, -0.133], [-0.747, -0.107, 0.196], [-0.275, -0.285, -0.158], [0.182, 0.123, 0.014], [-0.050, -0.059, 0.250], [0.054, -0.089, -0.052], [0.127, 0.175, 0.006], [0.036, 0.163, -0.214], [-0.212, -0.165, 0.037], [0.044, -0.025, -0.299], [0.181, 0.186, 0.080], [0.252, -0.218, 0.364], [-0.454, 0.547, -0.076], [0.028, 0.057, 0.347], [-0.005, -0.047, -0.255], [0.132, 0.074, 0.231], [0.199, -0.198, 0.125], [-0.052, -0.150, -0.387], [0.004, -0.323, 0.183], [0.031, -0.064, 0.167], [-0.353, -0.403, 0.105]],
  "lowdin_charge": [0.77, -0.02, 0.05, 0.03, 0.08, 0.00, -0.01, -0.03, 0.01, -0.07, -0.47, -0.09, -0.54, -0.22, -0.04, -0.09, -0.08, -0.08, -0.04, -0.05, -0.47, -0.22, -0.24, -0.02, -0.08, -0.04, -0.17, -0.01, -0.20, 0.01, -0.07, -0.38, -0.07, -0.03, -0.08, -0.09, -0.50, 0.11, 0.11, 0.10, 0.09, 0.08, 0.15, 0.10, 0.10, 0.10, 0.07, 0.16, 0.11, 0.08, 0.08, 0.08, 0.07, 0.12, 0.08, 0.09, 0.08, 0.09, 0.10, 0.10, 0.13, 0.10, 0.07, 0.10, 0.11, 0.13, 0.13, 0.12, 0.09, 0.13, 0.08, 0.12]
}